DFT (ωB97M-V/def2-TZVPD) results for C15H16BrGaN2O5 as an isolated structure in a non-equilibrium geometry.

* 2S+1: 1
* LUMO: -7.32 eV
* HOMO-LUMO gap: 8.2 eV
* strongest force on any atom: 0.0237 hartree/bohr
* total charge: +2
* total energy: -151434.1216 eV
* HOMO energy: -15.56 eV
* relative energy (zero: lowest compared OMol25 entry of this formula, charge and spin): 3.84 kcal/mol

```
40
Properties=species:S:1:pos:R:3:forces:R:3:mulliken_charge:R:1
Ga 0.0153 0.8700 0.7197 -0.56 -0.74 0.27 0.15
C -5.5002 1.3743 -0.1649 -0.29 -0.31 -0.05 -1.38
C -4.1707 1.9804 0.0948 0.65 0.36 0.12 0.46
C -3.9775 3.3671 0.0848 0.20 -0.45 0.04 -0.27
C -2.7165 3.9126 0.2991 0.41 0.00 0.07 -0.70
C -1.6753 3.0379 0.5138 -0.14 0.35 -0.02 0.44
Br 0.1518 3.5393 0.7582 -0.43 0.03 -0.02 -0.02
N -1.8363 1.7077 0.5492 1.20 0.13 0.20 -0.17
C -3.0492 1.1864 0.3492 -0.61 -0.22 -0.10 -0.11
H -6.2574 2.1381 -0.3166 -0.03 0.00 0.01 0.38
H -5.8085 0.7380 0.6633 -0.05 0.01 0.07 0.37
H -5.4698 0.7423 -1.0527 0.00 0.02 -0.06 0.35
H -4.8155 4.0226 -0.1016 -0.06 0.07 0.00 0.43
H -2.5464 4.9799 0.2901 -0.02 0.00 -0.02 0.46
H -3.1244 0.1057 0.3912 0.06 0.05 -0.02 0.61
O -0.6190 -0.9497 0.5186 0.04 0.35 0.29 -0.38
C -0.0324 -1.8256 -0.1862 -0.19 -0.37 0.00 -0.01
C 1.0912 -1.6394 -1.0060 0.44 0.55 -0.19 1.14
C 1.6518 -2.7593 -1.6707 0.14 0.01 -0.11 -0.57
C 2.7360 -2.5887 -2.4872 -0.33 0.31 0.31 -0.47
C 3.2914 -1.3198 -2.7133 -0.13 -0.18 0.07 -0.34
C 2.7659 -0.2149 -2.0810 -0.18 0.06 0.18 -0.75
C 1.6829 -0.3487 -1.2049 0.01 -0.26 0.01 0.28
O 1.2416 0.7462 -0.5842 0.38 0.24 -0.19 -0.32
N 3.3442 -3.7669 -3.1405 -0.37 0.62 0.38 1.04
O 4.2531 -3.5374 -3.8871 0.58 -0.10 -0.51 -0.58
O 2.8743 -4.8337 -2.8515 -0.15 -0.68 0.02 -0.58
H -0.4757 -2.8285 -0.1437 0.08 0.13 0.00 0.47
H 1.2375 -3.7482 -1.5256 0.01 -0.05 -0.03 0.55
H 4.1394 -1.2325 -3.3823 -0.05 -0.01 0.03 0.53
H 3.1854 0.7686 -2.2360 0.01 0.02 0.00 0.51
C 2.2559 -1.3112 2.8288 -0.18 0.26 -0.13 -0.88
C 2.3217 0.1980 2.7319 0.79 -0.53 -0.08 -0.31
O 0.9771 0.7620 2.5057 -0.81 0.19 -0.31 -0.27
H 3.2355 -1.7091 3.0851 0.08 0.02 -0.05 0.40
H 1.9391 -1.7405 1.8759 0.07 -0.08 0.08 0.16
H 1.5640 -1.6219 3.6105 -0.03 -0.05 0.05 0.36
H 2.9345 0.5233 1.8871 -0.19 0.08 0.14 0.27
H 2.7096 0.6460 3.6514 -0.19 0.09 -0.21 0.38
H 0.4754 0.6295 3.3274 -0.13 0.11 -0.24 0.38
```
Positions in Å, forces in eV/Å.

***

DFT (ωB97M-V/def2-TZVPD) results for an isolated ion of composition C11H10Cl2N2 and charge +2 in a non-equilibrium geometry.

* 2S+1: 1
* LUMO (spin up / spin down): -9.69 / -9.69 eV
* HOMO-LUMO gap (spin up / spin down): 6.5 / 6.5 eV
* strongest force on any atom: 0.1044 hartree/bohr
* SMILES string: Cl/C(=[N+]1/C=CC=C[C@H]1Cl)[n+]1ccccc1
* total charge: +2
* total energy: -39573.6724 eV
* HOMO energy (spin up / spin down): -16.18 / -16.18 eV
* relative energy (zero: lowest compared OMol25 entry of this formula, charge and spin): 0.00 kcal/mol

```
25
Properties=species:S:1:pos:R:3:forces:R:3:mulliken_charge:R:1
Cl -0.5199 -2.7113 0.2084 0.21 -0.16 -0.40 0.00
C -0.1934 -1.1127 -0.1639 -0.89 0.65 1.01 0.31
N -1.1596 -0.1969 -0.1086 2.07 -0.55 0.24 0.22
C -1.0323 1.1976 -0.3810 0.35 0.38 -1.10 -0.32
C -2.0502 2.0440 -0.0982 1.59 -1.50 -1.13 -0.33
C -3.2060 1.6960 0.5883 -0.23 0.34 1.91 -0.44
C -3.3423 0.4005 0.9199 -1.14 2.12 1.35 -0.76
C -2.3983 -0.6561 0.3946 -5.31 -0.69 0.42 -0.06
Cl -3.5277 -1.4598 -0.9171 1.29 0.52 0.42 -0.04
N 1.1841 -0.7810 -0.2441 0.69 0.54 0.01 0.21
C 1.7495 0.0517 0.7330 -3.06 0.06 0.09 0.23
C 3.0575 0.3021 0.6540 0.26 1.28 1.79 -0.72
C 3.8332 -0.2484 -0.3185 -2.05 -0.82 -1.15 -0.07
C 3.3058 -1.0785 -1.3169 0.70 -0.98 0.89 -0.77
C 1.9548 -1.4116 -1.2105 0.28 1.10 -0.14 0.24
H -0.1753 1.5287 -0.9902 -0.42 -0.53 0.54 0.42
H -1.9876 3.0139 -0.4521 0.61 1.90 -0.57 0.48
H -3.6971 2.5844 1.0786 -0.27 -1.55 -0.72 0.39
H -4.1852 0.3623 1.6842 1.20 -1.73 -1.15 0.33
H -2.4301 -1.4816 1.1141 1.08 0.37 -0.16 0.58
H 1.0958 0.5637 1.5406 0.85 -1.30 -1.68 0.38
H 3.4328 0.9745 1.4313 0.30 -0.32 -0.42 0.40
H 4.8078 0.0235 -0.2973 3.10 0.44 -0.29 0.51
H 4.0963 -1.5745 -1.9420 -1.58 0.44 0.03 0.37
H 1.3872 -2.0307 -1.9067 0.37 -0.03 0.22 0.46
```
Positions in Å, forces in eV/Å.

***

DFT (ωB97M-V/def2-TZVPD) results for one molecule with the formula C8H10N2O2 in a non-equilibrium geometry.

* 2S+1: 1
* LUMO: 0.05 eV
* HOMO-LUMO gap: 9.1 eV
* strongest force on any atom: 0.0714 hartree/bohr
* total energy: -15525.9366 eV
* HOMO energy: -9.04 eV
* relative energy (zero: lowest compared OMol25 entry of this formula, charge and spin): 186.15 kcal/mol

```
22
Properties=species:S:1:pos:R:3:forces:R:3:mulliken_charge:R:1
C -2.0207 -0.6692 -1.2514 -0.42 0.78 -1.21 0.46
C 0.6535 -0.4424 0.3518 -0.81 -0.29 0.69 0.27
C -0.1574 0.4499 -0.0766 -1.32 0.28 -1.35 0.36
C -1.6409 0.0286 -0.1964 2.60 0.97 1.70 -0.59
C 1.3186 -1.7069 2.4497 -0.83 -0.13 -3.57 -1.13
C 1.2779 1.5577 -1.8055 -2.22 -1.25 -2.00 -1.03
C 1.2154 -1.4442 0.8995 2.77 -2.07 1.09 -0.49
C 0.3893 1.7637 -0.5742 -0.50 -0.46 -0.36 -0.52
N -2.1388 -1.2118 -2.3007 0.51 -0.81 2.45 -0.31
N -2.3280 0.2397 1.0721 -1.61 -0.57 1.09 0.91
O -3.5418 0.4779 0.9739 1.29 -0.32 0.32 -0.59
O -1.7285 0.1375 2.1713 -0.95 0.41 -2.67 -0.52
H 2.0120 -2.4464 2.7011 0.65 -1.53 0.20 0.36
H 0.3538 -1.7996 2.8508 -1.30 -0.73 0.54 0.32
H 1.6723 -0.8496 2.8466 1.29 2.98 1.42 0.36
H 1.8755 0.6365 -1.7088 -0.01 0.60 0.10 0.29
H 1.8550 2.4150 -1.9911 1.14 1.03 -0.12 0.38
H 0.6720 1.4281 -2.8003 0.78 0.06 1.81 0.21
H -2.2008 -1.2047 -3.2706 -0.50 0.45 -1.34 0.26
H 1.9007 -1.9894 0.1952 -0.88 -0.11 0.84 0.29
H -0.4590 2.4219 -0.7015 -0.01 0.46 -0.46 0.36
H 1.0197 2.2076 0.1652 0.31 0.25 0.82 0.34
```
Positions in Å, forces in eV/Å.

***

DFT (ωB97M-V/def2-TZVPD) results for C32H49BCl2N4O3PdS as an isolated structure.

* 2S+1: 1
* LUMO (spin up / spin down): 0.22 / 0.22 eV
* HOMO-LUMO gap (spin up / spin down): 7.9 / 7.9 eV
* strongest force on any atom: 0.0159 hartree/bohr
* total energy: -86120.2613 eV
* HOMO energy (spin up / spin down): -7.73 / -7.73 eV
* relative energy (zero: lowest compared OMol25 entry of this formula, charge and spin): 31.85 kcal/mol

```
93
Properties=species:S:1:pos:R:3:forces:R:3:mulliken_charge:R:1
Pd 0.3809 0.2784 0.2163 -0.41 -0.44 -0.07 0.17
Cl -2.5527 1.3066 4.4171 0.15 -0.09 -0.02 -0.21
C -0.9261 0.5729 4.2669 -0.21 -0.12 0.09 0.12
Cl -0.8660 -1.0277 5.0287 -0.03 0.09 -0.03 -0.19
C -0.5520 0.5037 2.7895 0.10 0.06 -0.78 0.12
O 0.2875 1.3635 2.4089 -0.16 -0.41 0.27 -0.60
O -1.1110 -0.3553 2.0599 0.28 0.54 0.20 -0.53
H -0.2388 1.2150 4.7897 0.12 0.14 0.15 0.29
O -0.3094 -1.5256 -0.6912 0.00 -0.27 -0.42 -1.00
S -1.8239 -1.6691 -0.8627 0.29 0.60 0.22 0.61
C -2.0771 -1.8984 -2.6332 0.10 -0.07 -0.22 0.64
C -1.9115 -3.3903 -2.9001 0.02 0.02 0.03 -0.25
C -2.6591 -4.0733 -1.7570 0.10 0.02 0.00 -0.76
C -2.1446 -3.4016 -0.4820 -0.18 -0.28 0.14 -0.84
H -1.3426 -1.2542 -3.1234 -0.11 -0.08 0.01 -1.10
H -3.0875 -1.5426 -2.8599 0.09 -0.03 0.01 0.55
H -0.8493 -3.6484 -2.8595 -0.04 0.01 -0.04 -0.13
H -2.2886 -3.6743 -3.8822 -0.01 0.03 0.00 0.51
H -2.4974 -5.1518 -1.7299 0.02 0.05 0.03 0.38
H -3.7334 -3.9028 -1.8624 0.00 -0.02 0.00 0.33
H -1.1683 -3.7760 -0.1678 -0.03 -0.02 -0.02 0.22
H -2.8337 -3.4435 0.3628 0.09 -0.04 -0.05 0.49
N -2.7172 1.6253 0.3231 0.02 0.03 -0.21 -0.66
N -1.4276 2.2365 0.1858 0.00 -0.14 -0.14 -0.27
H -3.3040 2.1795 0.9310 -0.14 0.11 0.13 0.29
H -2.5619 0.7440 0.7933 0.02 -0.17 0.11 0.19
H -1.1146 2.6465 1.0545 0.14 0.10 0.21 0.25
H -1.5004 2.9614 -0.5101 0.01 0.11 -0.18 0.29
C 2.0618 -2.1231 1.6223 0.13 -0.18 0.16 -1.43
C 3.4772 -1.6065 1.9024 -0.08 0.11 -0.18 0.69
C 4.4512 -2.0922 0.8194 0.04 0.02 0.07 -1.57
C 3.5010 -0.1037 2.1726 0.08 -0.12 0.13 0.08
C 3.6176 0.3115 3.4978 0.02 0.02 0.02 -1.05
C 3.6691 1.6564 3.8353 -0.02 -0.05 -0.07 -1.56
C 3.6007 2.6157 2.8390 0.01 -0.01 0.06 -0.51
C 3.4593 2.2481 1.5044 -0.14 0.10 0.04 0.88
C 3.3080 3.3260 0.4447 -0.04 0.06 0.06 1.29
C 4.5860 4.1553 0.3151 0.08 0.05 -0.01 -1.71
C 2.0980 4.2253 0.7292 0.05 0.04 0.01 -1.60
C 3.4105 0.8867 1.1897 -0.06 -0.20 -0.43 -0.10
N 3.2361 0.5039 -0.1880 0.35 0.34 -0.21 0.68
B 2.0082 0.2460 -0.8880 -0.26 0.52 0.57 1.90
N 2.3504 0.1802 -2.2763 -0.12 -0.01 -0.54 0.44
C 3.7399 0.4577 -2.3703 -0.45 -0.05 -0.40 -1.21
C 4.2495 0.6710 -1.1514 -0.13 -0.09 0.50 -0.82
C 1.6230 -0.2885 -3.4373 0.43 0.09 0.46 0.40
C 0.5620 0.4309 -4.0036 0.07 0.09 -0.09 0.34
C -0.0070 -0.0524 -5.1838 0.01 -0.06 -0.04 -0.22
C 0.4424 -1.2136 -5.7888 -0.03 0.05 0.04 -1.68
C 1.4642 -1.9327 -5.1921 0.01 -0.06 -0.03 -0.38
C 2.0552 -1.4946 -4.0118 -0.10 -0.22 0.00 0.56
C 3.0940 -2.3872 -3.3541 -0.05 -0.08 0.00 1.51
C 2.4950 -3.7609 -3.0250 0.00 -0.04 -0.01 -1.39
C 4.3468 -2.5334 -4.2192 0.05 -0.06 -0.07 -1.75
C 0.0042 1.7292 -3.4482 -0.08 -0.01 -0.03 1.83
C 0.2702 2.8953 -4.4057 0.07 0.03 -0.09 -1.79
C -1.5010 1.5906 -3.1732 0.00 0.19 -0.11 -0.97
H 2.0611 -3.2181 1.5702 0.02 0.08 0.02 0.51
H 1.6874 -1.7541 0.6694 0.02 -0.01 -0.09 0.26
H 1.3555 -1.8189 2.3969 0.01 0.01 0.00 0.15
H 3.8042 -2.0583 2.8400 0.02 -0.05 0.08 0.80
H 4.1083 -1.8342 -0.1833 0.01 -0.01 0.06 0.05
H 4.5394 -3.1820 0.8713 -0.01 0.08 0.01 0.46
H 5.4505 -1.6681 0.9579 -0.08 -0.02 -0.01 0.35
H 3.6777 -0.4431 4.2776 -0.01 0.07 -0.06 0.43
H 3.7558 1.9533 4.8754 0.02 -0.02 -0.08 0.37
H 3.6346 3.6688 3.1032 -0.01 -0.10 -0.02 0.36
H 3.1257 2.8444 -0.5150 0.01 -0.06 -0.02 -0.20
H 4.7923 4.7033 1.2409 -0.01 -0.06 -0.09 0.33
H 4.4908 4.8846 -0.4947 0.00 -0.03 0.06 0.44
H 5.4516 3.5218 0.1008 -0.07 0.05 0.02 0.35
H 2.2470 4.8262 1.6326 0.00 -0.06 -0.08 0.37
H 1.2006 3.6234 0.8789 -0.03 -0.03 -0.01 0.20
H 1.9302 4.9121 -0.1084 0.03 -0.08 0.11 0.44
H 4.2360 0.4842 -3.3296 -0.06 -0.03 0.09 0.59
H 5.2647 0.9171 -0.8721 -0.12 -0.03 -0.02 0.51
H -0.8175 0.5068 -5.6442 0.12 -0.07 0.04 0.33
H -0.0078 -1.5610 -6.7122 0.03 0.03 0.05 0.39
H 1.8076 -2.8580 -5.6468 -0.04 0.09 0.05 0.33
H 3.3902 -1.9423 -2.4076 -0.02 0.09 0.02 -0.70
H 2.2810 -4.3329 -3.9345 0.01 0.06 0.09 0.36
H 1.5637 -3.6568 -2.4597 0.09 0.03 0.00 0.08
H 3.1960 -4.3438 -2.4200 -0.04 0.03 -0.06 0.47
H 4.1307 -3.1157 -5.1217 0.03 0.07 0.07 0.38
H 5.1353 -3.0520 -3.6671 -0.06 0.01 -0.04 0.43
H 4.7362 -1.5628 -4.5358 -0.02 -0.06 0.05 0.33
H 0.5063 1.9522 -2.5101 0.07 -0.04 0.17 -0.78
H -0.3181 2.7963 -5.3249 0.08 0.01 0.09 0.34
H 1.3263 2.9459 -4.6851 -0.08 0.00 0.03 0.38
H -0.0019 3.8439 -3.9330 -0.01 -0.08 -0.05 0.49
H -2.0015 1.0508 -3.9822 0.00 0.13 0.06 0.21
H -1.9813 2.5717 -3.0934 0.09 -0.06 0.04 0.54
H -1.6924 1.0637 -2.2447 -0.03 -0.12 0.20 -0.18
```
Positions in Å, forces in eV/Å.